The following is a DFT calculation (the ωB97M-V functional and the def2-TZVPD basis) of an isolated molecule of C21H22N2O2.

XYZ file:
```
47
Properties=species:S:1:pos:R:3:forces:R:3
C 2.69162 3.54193 -1.19107 -0.10 -0.02 0.11
C 1.87073 2.80178 -0.13819 0.06 0.13 -0.18
C 0.69491 2.08579 -0.77695 0.36 0.21 0.24
O -0.13156 2.66888 -1.44910 -0.10 0.14 -0.09
N 0.56120 0.75584 -0.48976 -0.36 -0.36 0.10
C 1.65383 -0.07292 -0.11654 0.46 -0.22 -0.01
C 2.74509 -0.15776 -0.97571 -0.13 0.00 0.09
C 3.82219 -0.96696 -0.67570 0.00 -0.02 0.06
C 3.82430 -1.72600 0.48760 -0.04 0.01 -0.05
C 2.72575 -1.64377 1.33137 0.05 0.04 -0.14
C 1.63438 -0.83023 1.05700 -0.01 0.12 -0.07
C 0.48033 -0.77546 2.00874 0.03 0.01 -0.02
H -0.38832 -1.28565 1.59302 -0.12 0.00 0.04
H 0.19257 0.25392 2.20815 -0.08 0.03 0.05
H 0.74010 -1.25569 2.94863 -0.01 -0.04 0.05
H 2.71857 -2.22981 2.23983 -0.01 -0.07 0.11
C 4.99370 -2.59472 0.83550 0.04 0.06 0.04
H 4.68109 -3.44636 1.43490 0.04 -0.08 0.03
H 5.48917 -2.95569 -0.06266 0.06 -0.06 -0.02
H 5.72052 -2.02386 1.41430 0.09 -0.04 0.04
H 4.66214 -1.01605 -1.35281 0.09 -0.02 -0.08
H 2.73549 0.42179 -1.88725 -0.01 0.06 -0.11
C -0.62364 0.08759 -1.00011 -0.16 0.15 -0.16
C -1.87209 0.32095 -0.18556 0.07 0.37 0.32
C -1.92171 1.24206 0.80016 0.22 -0.18 -0.38
C -3.09935 1.47733 1.61080 -0.27 -0.18 0.02
O -3.17883 2.26726 2.53236 0.09 0.21 0.15
N -4.18400 0.69245 1.27140 -0.26 0.17 0.26
C -4.20972 -0.23181 0.26685 0.20 -0.37 -0.48
C -5.37828 -0.95222 0.00357 0.02 0.02 0.02
C -5.40528 -1.88129 -1.01012 0.07 0.08 0.05
C -4.26758 -2.10584 -1.78041 0.03 -0.12 -0.13
C -3.11024 -1.40494 -1.52922 -0.06 0.07 0.11
C -3.04788 -0.45621 -0.50041 -0.46 -0.06 0.12
H -2.24245 -1.58699 -2.14265 0.11 -0.01 -0.07
H -4.29525 -2.83116 -2.57903 0.01 -0.06 -0.07
H -6.31038 -2.43402 -1.21096 -0.08 -0.03 0.00
H -6.25714 -0.76577 0.60370 -0.10 0.01 0.06
H -5.02691 0.84148 1.81360 0.21 0.05 -0.03
H -1.07274 1.86273 1.03618 0.04 0.01 0.04
H -0.81750 0.46580 -2.01370 0.02 -0.17 0.08
H -0.40770 -0.98206 -1.05558 -0.03 0.09 -0.01
H 1.44295 3.53531 0.55092 -0.05 -0.10 0.02
H 2.49328 2.11229 0.43129 -0.06 0.12 0.04
H 2.03237 4.15224 -1.80347 0.01 0.05 -0.06
H 3.42759 4.18564 -0.71574 0.07 0.04 -0.01
H 3.21463 2.84014 -1.83720 0.08 -0.03 -0.09
```
Positions in Å, forces in eV/Å.

The calculation puts the total energy at -29211.0320 eV. The calculation puts the relative energy (zero: lowest compared OMol25 entry of this formula, charge and spin) at 0.0000 eV. The LUMO energy is 0.315 eV. The SMILES is CCC(=O)N(Cc1cc(=O)[nH]c2ccccc12)c1ccc(C)cc1C.

***

The following is a DFT calculation (the ωB97M-V functional and the def2-TZVPD basis) of a structure of composition C8H20F16Li3N8O36S16 at a distorted geometry.

XYZ file:
```
107
Properties=species:S:1:pos:R:3:forces:R:3
Li -0.72298 2.51557 1.56960 -0.17 0.55 0.14
Li 3.47885 2.04856 -0.02075 -0.48 -0.09 -0.03
Li -2.33968 -0.02145 0.84757 -1.02 -0.06 -0.31
N 4.95721 0.53897 0.19581 0.42 -1.83 2.97
S 5.40142 0.30241 1.78228 0.72 2.29 0.05
O 6.56156 -0.51563 1.97521 -0.02 -0.05 -0.28
O 4.34732 0.19470 2.71506 -0.46 -0.28 0.39
F 5.92151 1.79497 2.01035 0.12 -0.08 -0.15
S 4.77185 -1.02754 -0.18062 -1.22 -0.07 -4.83
O 3.89141 -1.82273 0.59841 0.50 -0.10 0.97
O 5.94345 -1.58452 -0.78694 0.21 -0.25 0.84
F 3.87427 -0.74729 -1.48203 0.22 0.15 0.42
N 0.11715 4.26488 1.16593 2.37 0.49 -0.83
S 1.72614 4.49690 1.49011 -0.66 -1.15 2.76
O 2.08332 5.84082 1.76144 0.04 0.46 -0.37
O 2.65474 3.64867 0.83201 0.14 -0.10 -0.58
F 1.66532 3.82883 2.92661 -0.24 0.20 0.09
S 0.07171 4.82348 -0.35682 -2.12 1.01 -1.21
O 0.88206 4.10793 -1.25189 0.64 -0.62 -0.54
O 0.04927 6.24469 -0.42859 0.10 0.37 0.28
F -1.41086 4.42828 -0.71574 -0.02 -0.30 0.51
N -2.31742 3.08573 2.68903 -0.73 -1.03 2.26
S -2.20207 2.67086 4.29170 2.22 1.05 -0.25
O -2.50192 1.32972 4.64617 -0.45 -0.17 -0.11
O -2.61600 3.74413 5.12051 -0.31 0.27 0.64
F -0.62866 2.73191 4.33673 0.14 0.08 -0.07
S -3.82126 2.62713 2.43046 -0.56 -0.04 -3.65
O -4.80375 3.11063 3.31715 -0.66 0.38 1.23
O -3.90336 1.27566 1.99183 0.14 -0.55 0.12
F -4.06790 3.46207 1.11448 0.24 0.03 0.15
N -2.91057 -1.97018 0.39174 0.49 -2.32 1.89
S -2.08182 -3.16183 -0.31161 1.25 -0.59 -2.76
O -2.65389 -4.47272 -0.18964 -0.58 0.18 0.48
O -0.66347 -3.11369 -0.19751 0.00 0.44 0.41
F -2.35468 -2.77831 -1.80595 -0.17 0.25 0.20
S -3.16159 -2.71721 1.86431 -0.68 2.48 0.41
O -2.00653 -3.19240 2.54080 0.38 -0.54 -0.07
O -4.38468 -3.42461 1.96818 -0.45 -0.36 0.01
F -3.43386 -1.33342 2.62251 -0.17 -0.06 -0.09
N -0.44895 0.58618 1.25024 2.26 0.10 -3.93
S 0.89616 0.16654 1.95236 0.08 -1.78 6.91
O 1.88138 1.17775 2.08996 0.15 0.45 -0.99
O 1.23487 -1.20993 1.97967 0.42 -0.12 -1.76
F 0.22709 0.21411 3.44729 -0.23 0.52 -0.22
S 0.29056 0.60711 -0.39798 -2.53 1.09 -2.29
O -0.15433 -0.44994 -1.20942 -0.03 -1.11 0.53
O 1.60675 1.10934 -0.59776 0.16 -0.10 1.10
F -0.65382 1.77091 -0.84866 -0.06 0.58 0.34
N -5.48279 -0.47191 -1.83140 1.53 1.56 -1.29
S -5.10355 -0.79024 -3.36241 -0.79 -3.01 -0.91
O -3.74362 -1.16750 -3.57889 -0.12 0.54 0.08
O -5.82175 -0.12520 -4.39627 -0.08 0.90 -0.01
F -5.88700 -2.23244 -3.45286 0.24 0.20 0.66
S -4.69491 0.94235 -1.58129 -1.71 -0.73 2.36
O -4.74560 1.85577 -2.65811 0.33 0.36 -0.19
O -3.55246 0.83482 -0.72099 0.46 -0.11 -0.56
F -5.77979 1.50205 -0.54196 -0.01 0.18 -0.02
N -0.91790 3.00990 -5.47998 -1.67 -1.77 -0.33
S -0.70448 1.83974 -6.51749 2.68 -1.31 -1.63
O -1.20655 2.03107 -7.85460 -0.08 0.42 0.25
O -0.77159 0.49373 -6.01596 -0.69 0.21 0.14
F 0.88983 1.95248 -6.73371 -0.28 0.71 0.03
S -2.35113 2.48874 -4.83208 -0.78 2.93 0.97
O -2.23112 1.62179 -3.72816 0.45 -0.34 0.25
O -3.44041 2.34360 -5.74836 0.40 -0.56 -0.42
F -2.69616 3.93801 -4.22525 0.22 -0.25 0.34
N 4.19768 2.88358 -1.67532 0.36 2.66 -1.13
S 4.64728 4.49196 -1.58047 1.01 -2.17 2.54
O 3.62684 5.44877 -1.49318 -0.96 0.96 -0.40
O 5.85408 4.76877 -2.28216 0.22 0.35 -0.62
F 5.13783 4.37218 -0.06309 0.20 -0.07 -0.01
S 3.83239 2.78697 -3.24265 -1.03 -2.33 -0.38
O 4.97576 2.56990 -4.06455 0.29 0.22 -0.32
O 2.79977 3.66952 -3.64039 0.13 0.84 -0.44
F 3.10931 1.38786 -3.23554 0.28 -0.04 0.37
C 1.84998 -2.28315 4.86967 -0.22 -0.89 -0.79
O 1.81116 -3.08333 6.05698 0.58 0.63 0.80
C 0.97604 -2.51189 7.01914 -0.66 0.74 -0.75
C 1.12265 -3.09851 8.38271 -0.61 -0.77 0.97
O 2.45384 -3.06812 8.85540 0.03 0.43 -0.03
C 2.58745 -3.71401 10.08030 0.75 -0.88 -0.27
H 1.97258 -1.20093 4.95727 0.06 -0.07 0.73
H 0.91827 -2.45912 4.32506 0.14 0.12 -0.24
H 2.69856 -2.66816 4.31060 -0.14 0.07 -0.26
H -0.06417 -2.62158 6.66660 -0.11 -0.08 0.41
H 1.10746 -1.42098 7.07869 0.35 -0.07 0.00
H 0.69281 -4.11407 8.45966 0.52 -0.20 -0.43
H 0.48937 -2.57100 9.11719 0.00 0.45 -0.33
H 2.58818 -4.80391 9.90608 -0.50 0.00 0.25
H 1.84002 -3.43657 10.83255 -0.10 0.06 -0.09
H 3.59195 -3.54012 10.47516 -0.09 0.45 -0.02
C 0.42687 -4.53375 -3.24461 -1.41 0.57 0.12
O -0.47394 -4.23870 -4.30363 0.48 -0.49 -0.78
C -0.56827 -2.85813 -4.62583 -0.70 -0.01 1.28
C -1.67174 -2.64577 -5.61085 -0.03 -0.26 -0.69
O -1.28296 -3.27946 -6.84833 -0.05 0.15 -0.24
C -1.91721 -2.68057 -7.94384 0.18 0.07 -0.09
H 1.26868 -3.83793 -3.24197 0.29 -0.33 -0.01
H 0.67406 -5.59288 -3.31643 0.42 0.09 -0.14
H -0.14164 -4.39783 -2.32036 0.42 0.06 0.28
H 0.37794 -2.43716 -4.98128 0.02 -0.16 -0.16
H -0.85150 -2.32845 -3.70693 0.12 0.25 -0.12
H -1.83935 -1.57450 -5.74066 0.23 0.03 -0.10
H -2.63931 -3.07293 -5.33462 0.16 -0.10 0.52
H -1.72700 -1.60185 -7.92117 -0.24 0.04 -0.19
H -3.00016 -2.87683 -7.98237 -0.03 0.13 0.24
H -1.50192 -3.10012 -8.86662 0.15 -0.01 0.08
```
Positions in Å, forces in eV/Å.

The total charge is -5. The calculation puts the total energy at -311705.0744 eV. The LUMO energy is 6.618 eV.

***

The following is a DFT calculation (the ωB97M-V functional and the def2-TZVPD basis) of the ion C5H10N3O3 with charge +1 at a distorted geometry.

XYZ file:
```
21
Properties=species:S:1:pos:R:3:forces:R:3
C -0.25312 -0.78453 1.47136 1.15 0.57 0.20
C -0.11140 0.53329 1.53283 -0.44 -0.50 -1.03
C 0.70573 -0.04507 -1.36409 1.70 0.05 1.46
C 1.99576 -0.35311 -0.68563 -0.89 -4.81 -0.51
C -1.18544 1.33254 -1.56863 -3.19 -0.63 0.22
N -0.00142 0.89974 -0.82812 -0.95 -1.39 -2.31
N -0.74061 -1.64222 0.67420 -1.17 -1.65 -1.45
N -0.11665 1.29764 2.61232 -0.53 -3.07 3.24
O -0.09778 -2.87834 0.52607 1.45 0.17 0.94
O -1.77509 -1.56976 0.01229 -0.67 0.36 -0.43
O 0.21665 1.43424 0.39029 0.27 -0.79 0.84
H 0.36062 -0.59009 -2.27999 0.14 1.05 0.86
H 2.75565 -0.88555 -1.30612 -0.86 0.55 0.20
H 1.82447 -1.05540 0.22230 0.02 0.81 -1.48
H 2.38897 0.46217 -0.24781 1.38 3.10 1.26
H -1.58151 2.28175 -1.11616 0.47 -1.02 -0.42
H -0.95896 1.51991 -2.66186 -0.13 -0.42 1.45
H -2.02316 0.44241 -1.40665 2.06 2.45 -0.57
H -0.60255 -3.52806 -0.01331 -0.56 1.18 0.27
H -0.51915 0.90378 3.53382 1.13 0.62 -2.31
H -0.28101 2.22465 2.50290 -0.41 3.36 -0.45
```
Positions in Å, forces in eV/Å.

The total charge is +1. The calculation puts the total energy at -15945.0921 eV. The calculation puts the relative energy (zero: lowest compared OMol25 entry of this formula, charge and spin) at 8.6411 eV. The LUMO energy is -4.740 eV. The SMILES is C/C=[N+](/C)OC(N)=C=[N+]([O-])O.

***

The following is a DFT calculation (the ωB97M-V functional and the def2-TZVPD basis) of a structure of composition C20H10Cl5CuN2O2.

XYZ file:
```
40
Properties=species:S:1:pos:R:3:forces:R:3
Cu 0.17819 0.38067 -0.87534 0.09 -0.02 0.17
O 1.37827 -0.21408 -2.23325 0.46 -0.10 -0.04
C 2.19405 -1.21855 -2.10202 -0.17 0.08 -0.01
C 3.31579 -1.30037 -2.96544 0.04 0.00 0.00
C 4.23607 -2.31796 -2.87381 -0.05 -0.04 0.05
C 4.09044 -3.33746 -1.92307 0.03 0.07 -0.06
C 2.99132 -3.30245 -1.09604 -0.04 -0.02 0.03
C 2.03456 -2.27953 -1.16010 -0.07 -0.01 0.09
C 0.87986 -2.38816 -0.28450 0.25 -0.22 -0.17
N -0.02984 -1.50104 -0.22457 -0.15 0.27 -0.01
N -1.14621 -1.72020 0.56080 0.09 0.10 -0.01
C -1.87676 -0.63104 0.53974 -0.04 0.14 -0.08
O -1.60265 0.45607 -0.09711 -0.30 -0.16 0.35
C -3.15650 -0.66957 1.30962 0.05 0.03 -0.01
C -4.17985 0.20803 0.97100 -0.06 0.06 0.05
C -5.38037 0.18605 1.66815 0.03 -0.03 0.02
C -5.55903 -0.70239 2.72109 0.02 0.02 -0.04
C -4.53265 -1.57171 3.07029 0.03 0.01 -0.03
C -3.33750 -1.55833 2.36548 -0.06 -0.05 -0.02
H 3.42092 -0.50892 -3.69776 0.02 -0.01 0.02
H 5.08564 -2.33013 -3.54740 0.00 0.01 0.00
H 4.82114 -4.13168 -1.84192 -0.02 0.00 -0.02
H 2.84067 -4.09118 -0.36479 0.01 0.01 -0.01
H 0.77777 -3.28762 0.32727 -0.03 0.01 -0.04
H -4.01630 0.90845 0.16291 0.02 -0.01 0.00
H -6.17622 0.86835 1.39377 0.02 -0.01 0.00
H -6.49274 -0.71352 3.27092 0.01 0.00 -0.01
H -4.66417 -2.26028 3.89669 0.01 0.01 -0.02
H -2.53102 -2.23391 2.61583 -0.01 0.00 0.01
Cl 2.03336 0.99111 1.69362 0.00 0.05 -0.01
C 1.67162 2.39782 0.71925 0.06 0.01 0.06
C 0.89241 2.21759 -0.40816 -0.22 -0.19 -0.30
C 0.62870 3.35264 -1.15461 -0.01 0.05 -0.02
Cl -0.35693 3.17980 -2.58608 0.03 0.02 0.04
C 1.10762 4.61506 -0.81545 -0.01 0.03 -0.02
Cl 0.74764 6.00258 -1.78595 0.01 -0.04 0.04
C 1.88995 4.75568 0.32965 -0.01 -0.04 -0.01
Cl 2.49938 6.30907 0.78024 0.00 -0.02 0.00
C 2.17706 3.63649 1.10848 0.01 0.00 0.02
Cl 3.14631 3.80465 2.53257 -0.04 -0.01 -0.05
```
Positions in Å, forces in eV/Å.

The total charge is -1. The calculation puts the total energy at -135231.8535 eV. The multiplicity is 2. The calculation puts the relative energy (zero: lowest compared OMol25 entry of this formula, charge and spin) at 0.0000 eV. The LUMO energy (spin up / spin down) is 2.592 / 2.552 eV.